(1)
A cluster of 8 separate species, C21H40Br14N2O6S in total in a non-equilibrium geometry. Source: the OMol25 dataset; level of theory: ωB97M-V with the def2-TZVPD basis set.

```
! RIJCOSX wB97M-V def2-TZVPD def2/J DEFGRID3
* xyz 0 1
N -6.64 -0.42 -0.23
C -5.61 -0.97 0.10
O -4.39 -1.47 0.65
C -4.23 -0.79 1.96
N -4.81 -1.69 3.01
O -2.85 -0.51 2.24
C -2.69 0.19 3.50
O -1.71 -0.21 4.20
C -3.59 1.41 4.00
C -3.86 1.38 5.62
C -5.29 0.78 5.96
C -5.41 -0.59 6.75
S -3.90 -1.38 7.41
O -3.00 -1.97 6.36
O -4.34 -2.55 8.30
O -3.03 -0.35 8.46
H -4.85 0.19 1.85
H -5.67 -2.10 2.61
H -4.15 -2.48 3.12
H -4.57 1.56 3.45
H -2.97 2.37 3.82
H -2.95 0.93 6.13
H -3.87 2.50 5.91
H -5.87 0.66 4.96
H -5.88 1.59 6.54
H -6.13 -0.42 7.65
H -5.95 -1.38 6.10
H -3.72 0.08 9.04
Br -2.10 2.46 0.75
C -0.72 1.12 0.41
C -0.22 1.20 -1.01
Br -1.49 0.38 -2.25
H -1.14 0.15 0.67
H 0.09 1.36 1.11
H 0.70 0.62 -1.13
H -0.05 2.22 -1.36
Br 3.24 0.81 -1.95
C 2.83 -1.04 -2.40
C 3.90 -1.63 -3.29
Br 3.72 -1.00 -5.12
H 1.84 -1.04 -2.86
H 2.79 -1.56 -1.45
H 3.79 -2.72 -3.35
H 4.91 -1.39 -2.96
Br 2.76 -3.84 2.19
C 3.78 -2.24 2.63
C 3.92 -1.33 1.43
Br 5.27 -2.01 0.19
H 4.73 -2.56 3.04
H 3.20 -1.74 3.41
H 4.28 -0.35 1.72
H 3.00 -1.22 0.86
Br 7.88 1.56 3.91
C 7.26 1.14 2.11
C 6.54 2.32 1.50
Br 4.74 2.51 2.22
H 6.64 0.25 2.19
H 8.16 0.90 1.55
H 6.40 2.17 0.42
H 7.05 3.27 1.66
Br 1.66 3.03 -4.55
C -0.09 3.90 -4.54
C 0.01 5.33 -4.07
Br 0.21 5.42 -2.14
H -0.75 3.28 -3.93
H -0.43 3.86 -5.58
H -0.91 5.87 -4.29
H 0.85 5.87 -4.51
Br 2.07 -4.56 -2.51
C 1.45 -4.98 -4.31
C 0.74 -3.80 -4.92
Br -1.06 -3.60 -4.21
H 0.82 -5.87 -4.23
H 2.35 -5.22 -4.87
H 0.60 -3.95 -6.00
H 1.25 -2.85 -4.76
Br 0.14 2.44 -9.34
C -0.03 0.75 -8.39
C 1.22 0.43 -7.60
Br 2.64 -0.22 -8.76
H -0.27 -0.01 -9.13
H -0.88 0.88 -7.72
H 1.03 -0.38 -6.90
H 1.61 1.29 -7.06
*
```

Computed properties:
* energy: -37819.370214 Ha
* molecular weight: 1567.28 g mol⁻¹
* HOMO energy: -9.977 eV
* LUMO: -0.0010 Ha
* SMILES: N#CO[C@@H](N)OC(=O)CCCCS(=O)(=O)O.BrCCBr.BrCCBr.BrCCBr.BrCCBr.BrCCBr.BrCCBr.BrCCBr

(2)
A cluster of 3 separate species, C21H40Cl2N2O10P3 in total in a non-equilibrium geometry. Source: the OMol25 dataset; level of theory: ωB97M-V with the def2-TZVPD basis set.

```
! RIJCOSX wB97M-V def2-TZVPD def2/J DEFGRID3
* xyz 1 1
C -6.46 3.82 -2.73
C -5.66 3.14 -2.18
N -4.56 2.48 -1.67
C -4.33 1.27 -2.06
C -3.08 0.78 -1.41
C -3.51 -0.35 -0.43
C -4.30 0.05 0.82
C -5.83 0.11 0.61
O -6.47 0.35 1.85
C -2.31 2.02 -0.87
N -1.81 1.91 0.49
C -0.92 1.02 0.74
C -0.90 0.48 2.15
C 0.13 0.48 -0.18
C -1.49 2.66 -2.01
Cl -1.89 2.21 -3.66
C -0.49 3.54 -1.86
C -0.02 4.07 -0.54
Cl 0.34 4.18 -3.24
C -3.57 2.99 -0.70
P -3.41 4.84 -0.69
O -4.71 5.52 -0.71
H -7.13 4.45 -3.27
H -4.96 0.72 -2.75
H -2.61 0.22 -2.22
H -4.14 -1.03 -1.01
H -2.63 -0.93 -0.15
H -4.16 -0.75 1.55
H -3.96 0.96 1.31
H -6.14 -0.88 0.27
H -6.13 0.90 -0.07
H -5.99 -0.12 2.54
H -1.46 1.16 2.79
H 0.12 0.46 2.54
H -1.37 -0.50 2.19
H 0.54 -0.44 0.24
H -0.33 0.18 -1.13
H 0.92 1.20 -0.37
H 0.43 5.05 -0.69
H -0.78 4.13 0.22
H 0.79 3.44 -0.16
H -4.10 2.83 0.25
H -2.62 5.27 -1.78
H -2.74 5.10 0.52
C 6.72 1.14 -2.13
O 5.97 0.49 -1.08
P 4.44 -0.01 -1.42
O 3.86 -0.19 -0.07
O 4.94 -1.37 -2.14
C 5.57 -2.38 -1.34
O 3.15 0.01 -2.42
C 2.53 1.28 -2.66
H 7.71 1.37 -1.74
H 6.83 0.47 -2.99
H 6.24 2.06 -2.45
H 5.30 -2.28 -0.29
H 6.65 -2.30 -1.45
H 5.24 -3.34 -1.71
H 3.19 2.00 -3.14
H 2.17 1.68 -1.71
H 1.68 1.10 -3.32
C 4.45 -5.22 3.51
O 3.69 -5.03 2.29
P 2.07 -4.79 2.43
O 1.58 -5.07 1.07
O 2.18 -3.22 2.78
C 2.63 -2.34 1.75
O 0.78 -4.94 3.41
C 0.54 -6.25 3.98
H 5.49 -5.33 3.23
H 4.35 -4.35 4.16
H 4.13 -6.12 4.03
H 2.48 -2.77 0.76
H 3.69 -2.11 1.88
H 2.07 -1.41 1.83
H 1.37 -6.56 4.61
H 0.37 -6.98 3.19
H -0.35 -6.18 4.60
*
```

Computed properties:
* energy: -3630.190009 Ha
* molecular weight: 644.38 g mol⁻¹
* HOMO energy: -11.666 eV
* LUMO: -0.1579 Ha

(3)
A structure of composition C21H40Cl3FeN4O3SSi in a non-equilibrium geometry. Source: the OMol25 dataset; level of theory: ωB97M-V with the def2-TZVPD basis set.

```
! RIJCOSX wB97M-V def2-TZVPD def2/J DEFGRID3
* xyz -1 5
C -1.61 -2.06 -3.20
C -1.08 -2.62 -1.92
H -2.10 -2.86 -3.76
H -0.80 -1.65 -3.84
H -2.34 -1.27 -3.01
C -0.46 -3.82 -1.88
C -0.18 -4.62 -3.11
H -0.18 -4.28 -0.94
H 0.18 -3.99 -3.94
H -1.06 -5.18 -3.48
H 0.59 -5.36 -2.88
Fe -0.57 1.08 -0.47
Cl -2.74 1.27 -0.18
Cl 1.08 2.46 0.07
H 1.01 4.44 4.08
H -0.79 6.41 3.55
C 0.93 4.27 3.00
C -0.75 6.02 2.52
N -0.40 4.61 2.51
H 1.17 3.23 2.76
C -1.39 3.69 2.40
O -1.24 2.48 2.61
H -1.73 6.13 2.06
H -2.36 4.11 2.06
H 1.64 4.93 2.50
H 0.00 6.59 1.96
H 1.94 -1.56 -2.24
H 2.18 -3.87 -1.31
C 2.80 -1.23 -1.65
C 3.09 -3.50 -0.81
N 2.92 -2.09 -0.49
H 2.65 -0.19 -1.33
C 3.44 -1.61 0.70
O 3.70 -0.43 0.92
H 3.25 -4.07 0.11
H 3.58 -2.42 1.45
H 3.71 -1.32 -2.28
H 3.94 -3.64 -1.50
O -0.23 -0.82 -0.68
C -1.23 -1.77 -0.67
C 0.18 -2.91 1.06
C -1.10 -2.55 0.62
H 1.03 -2.55 0.48
C 0.32 -3.88 2.05
H -2.23 -1.29 -0.71
C -2.24 -3.00 1.29
H 1.33 -4.21 2.31
C -0.82 -4.41 2.67
C -2.09 -3.95 2.31
H -3.22 -2.61 0.98
H -0.70 -5.18 3.43
H -2.98 -4.35 2.80
Si -0.45 3.22 -2.86
Cl -0.26 1.00 -2.71
C 1.28 3.82 -3.18
C -1.34 4.15 -1.51
C -1.44 3.37 -4.44
H 2.00 3.35 -2.50
H 1.33 4.91 -3.06
H 1.56 3.58 -4.21
H -0.83 3.04 -5.29
H -1.74 4.41 -4.60
H -2.34 2.75 -4.41
H -1.42 3.64 -0.53
H -2.37 4.37 -1.83
H -0.82 5.10 -1.35
N -0.71 0.34 4.37
C 0.01 -0.61 3.75
N 0.36 -1.67 4.52
S 0.50 -0.47 2.14
H -1.03 0.20 5.31
H -1.04 1.15 3.83
H 0.81 -2.47 4.12
H -0.08 -1.78 5.43
*
```

Computed properties:
* energy: -4601.107041 Ha
* ΔE to the lowest compared entry with this formula, charge and spin: 0.0 kJ/mol
* molecular weight: 618.93 g mol⁻¹
* HOMO energy (alpha / beta): -3.868 / -3.806 eV
* LUMO (alpha / beta): 0.0981 / 0.0980 Ha

(4)
A structure of composition C21H40Cl5CrNO18 in a non-equilibrium geometry. Source: the OMol25 dataset; level of theory: ωB97M-V with the def2-TZVPD basis set.

```
! RIJCOSX wB97M-V def2-TZVPD def2/J DEFGRID3
* xyz 0 5
Cr 20.53 -10.09 -2.89
Cl 18.39 -8.80 -2.84
Cl 22.69 -11.29 -2.96
C 16.07 -9.65 -5.96
C 16.77 -10.45 -7.00
N 17.31 -11.03 -7.85
H 16.91 -9.36 -5.34
H 15.45 -10.27 -5.30
H 15.44 -8.88 -6.40
C 22.70 -11.52 0.87
O 21.83 -10.59 1.47
C 21.15 -9.72 0.69
O 21.09 -9.73 -0.56
O 20.64 -8.76 1.46
C 19.65 -7.81 0.99
H 23.35 -10.94 0.21
H 22.18 -12.25 0.25
H 23.38 -11.95 1.59
H 18.69 -8.28 0.78
H 20.07 -7.39 0.08
H 19.49 -6.99 1.69
C 21.93 -14.91 -4.78
O 22.37 -16.25 -4.89
C 22.35 -17.00 -3.77
O 22.11 -16.49 -2.68
O 22.77 -18.26 -3.92
C 23.33 -18.71 -5.13
H 22.57 -14.40 -4.06
H 20.88 -14.70 -4.59
H 22.10 -14.41 -5.73
H 23.88 -19.65 -5.11
H 24.00 -17.98 -5.58
H 22.52 -18.86 -5.85
C 19.37 -8.51 -7.20
O 20.79 -8.44 -7.37
C 21.56 -8.55 -6.26
O 21.20 -9.06 -5.18
O 22.78 -8.33 -6.65
C 23.86 -8.21 -5.68
H 19.02 -7.67 -6.60
H 19.07 -9.33 -6.55
H 18.99 -8.54 -8.22
H 24.72 -7.83 -6.25
H 24.20 -9.16 -5.28
H 23.63 -7.50 -4.89
C 20.47 -5.56 -3.33
O 21.82 -5.79 -2.95
C 22.23 -7.01 -2.61
O 21.60 -8.07 -2.73
O 23.51 -6.90 -2.10
C 24.11 -8.11 -1.58
H 19.78 -5.80 -2.53
H 20.22 -6.03 -4.28
H 20.38 -4.48 -3.46
H 23.45 -8.77 -1.02
H 25.05 -7.85 -1.10
H 24.45 -8.60 -2.49
C 17.37 -11.13 -0.02
O 18.38 -12.17 0.13
C 19.32 -12.37 -0.72
O 19.65 -11.69 -1.69
O 19.88 -13.48 -0.38
C 20.78 -14.27 -1.17
H 16.87 -11.05 -0.98
H 17.62 -10.19 0.48
H 16.50 -11.44 0.57
H 21.69 -13.74 -1.44
H 20.17 -14.57 -2.02
H 20.96 -15.24 -0.70
C 21.07 -12.20 -6.65
O 19.87 -12.86 -6.19
C 19.23 -12.27 -5.18
O 19.73 -11.36 -4.45
O 17.99 -12.78 -5.08
C 17.17 -12.26 -4.03
H 21.62 -11.91 -5.75
H 20.87 -11.20 -7.04
H 21.61 -12.82 -7.36
H 17.61 -12.67 -3.12
H 16.17 -12.67 -3.92
H 17.07 -11.18 -3.97
C 24.85 -11.96 -6.40
Cl 24.20 -11.35 -7.96
Cl 26.34 -11.12 -6.00
Cl 25.23 -13.74 -6.46
H 24.14 -11.70 -5.62
*
```

Computed properties:
* energy: -5578.741405 Ha
* molecular weight: 823.80 g mol⁻¹
* HOMO energy (alpha / beta): -7.961 / -9.093 eV
* LUMO (alpha / beta): 0.0184 / 0.0184 Ha

(5)
A structure of composition C21H40ClN3O6P2RuS6Sb. Source: the OMol25 dataset; level of theory: ωB97M-V with the def2-TZVPD basis set.

```
! RIJCOSX wB97M-V def2-TZVPD def2/J DEFGRID3
* xyz -2 6
Ru -0.74 1.09 0.88
S -0.18 5.06 3.41
Sb -1.70 3.46 2.87
S -0.76 1.29 3.30
S -1.77 3.20 0.46
S -3.80 3.66 3.71
C 5.43 -2.26 2.58
C 4.42 -3.18 1.91
C 4.96 -3.84 0.66
O 3.18 -2.48 1.71
P 2.74 -1.55 0.48
S 2.18 -2.60 -1.08
S 1.54 -0.19 1.35
O 4.15 -0.81 0.17
C 4.15 0.29 -0.76
C 4.96 -0.11 -1.97
C 4.70 1.50 -0.03
H 6.32 -2.83 2.87
H 5.00 -1.81 3.47
H 5.72 -1.47 1.90
H 4.14 -3.96 2.62
H 5.28 -3.09 -0.07
H 4.21 -4.47 0.19
H 5.83 -4.46 0.93
H 3.11 0.50 -1.06
H 5.99 -0.33 -1.68
H 4.96 0.69 -2.71
H 4.52 -1.01 -2.43
H 5.71 1.29 0.32
H 4.07 1.75 0.82
H 4.74 2.36 -0.70
C -5.71 -2.32 1.99
N -4.33 -1.94 2.07
C -3.69 -2.25 3.33
P -3.36 -1.43 0.82
O -2.43 -0.41 1.37
N -4.46 -0.89 -0.29
C -4.82 0.53 -0.17
C -4.46 -1.35 -1.68
N -2.57 -2.79 0.30
C -3.27 -4.04 0.13
C -1.28 -2.74 -0.36
H -6.31 -1.79 2.74
H -5.85 -3.40 2.16
H -6.11 -2.07 1.00
H -4.22 -1.77 4.16
H -2.67 -1.86 3.34
H -3.66 -3.33 3.52
H -4.79 0.84 0.87
H -5.83 0.67 -0.56
H -4.11 1.15 -0.72
H -4.21 -2.40 -1.74
H -3.75 -0.79 -2.29
H -5.47 -1.22 -2.08
H -4.27 -4.00 0.55
H -2.72 -4.85 0.63
H -3.36 -4.31 -0.93
H -0.75 -1.83 -0.10
H -1.38 -2.79 -1.45
H -0.67 -3.59 -0.03
C 2.00 4.16 -0.07
C 1.05 4.38 -1.20
C 0.72 5.67 -1.60
C -0.16 5.89 -2.64
Cl -0.54 7.53 -3.13
C -0.75 4.83 -3.30
C -0.44 3.53 -2.92
C 0.47 3.31 -1.89
O 0.83 2.06 -1.47
C 0.55 0.97 -2.35
C -0.89 0.46 -2.29
O -1.43 0.18 -3.37
O -1.44 0.34 -1.15
H 1.78 4.83 0.76
H 3.03 4.34 -0.39
H 1.95 3.14 0.31
H 1.14 6.51 -1.07
H -1.47 5.01 -4.10
H -0.93 2.70 -3.41
H 1.21 0.17 -2.02
H 0.80 1.25 -3.37
*
```

Computed properties:
* energy: -5307.385298 Ha
* ΔE to the lowest compared entry with this formula, charge and spin: 0.0 kJ/mol
* molecular weight: 943.20 g mol⁻¹
* HOMO energy (alpha / beta): -2.009 / -2.331 eV
* LUMO (alpha / beta): 0.1492 / 0.1409 Ha

(6)
A cluster of 2 separate species, C21H40FN3O5PS in total in a non-equilibrium geometry. Source: the OMol25 dataset; level of theory: ωB97M-V with the def2-TZVPD basis set.

```
! RIJCOSX wB97M-V def2-TZVPD def2/J DEFGRID3
* xyz 1 1
C 4.24 -2.64 -5.28
C 3.83 -2.48 -4.17
C 3.26 -2.34 -2.83
C 2.13 -3.36 -2.61
C 0.80 -2.99 -3.32
N -0.25 -2.78 -2.30
P -1.11 -4.24 -1.71
S -0.33 -5.00 -0.13
C -0.59 -1.62 -1.82
N 0.02 -0.47 -2.24
C -0.59 0.13 -3.44
N -1.60 -1.65 -0.88
C -1.23 -1.03 0.42
C -1.33 0.50 0.55
C -0.06 1.31 0.23
C 1.26 0.74 0.75
C 2.42 1.73 0.70
C 2.73 2.25 -0.71
O 2.46 1.26 -1.75
C 3.34 1.52 -2.79
C 4.71 0.85 -2.76
O 3.05 2.24 -3.69
C -2.92 -1.31 -1.39
C -4.02 -1.96 -0.57
O -3.83 -2.77 0.27
F -5.27 -1.62 -0.86
H 4.52 -2.53 -6.30
H 4.02 -2.54 -2.07
H 2.94 -1.30 -2.66
H 2.49 -4.35 -2.88
H 1.94 -3.40 -1.53
H 0.47 -3.84 -3.93
H 0.87 -2.14 -3.99
H -1.00 -5.11 -2.81
H -2.48 -3.93 -1.61
H 1.03 -0.55 -2.30
H -1.50 0.66 -3.12
H -0.91 -0.60 -4.18
H 0.05 0.90 -3.88
H -1.91 -1.46 1.17
H -0.25 -1.43 0.69
H -2.15 0.95 -0.01
H -1.56 0.70 1.60
H -0.19 2.28 0.74
H 0.03 1.58 -0.83
H 1.16 0.29 1.75
H 1.54 -0.10 0.10
H 2.28 2.59 1.36
H 3.32 1.19 1.03
H 3.81 2.47 -0.76
H 2.18 3.16 -0.95
H 4.91 0.49 -1.74
H 4.79 0.04 -3.48
H 5.51 1.55 -2.99
H -3.12 -0.25 -1.56
H -3.01 -1.78 -2.38
C -4.35 3.24 6.18
O -3.30 2.61 6.89
C -2.85 1.41 6.27
C -1.56 1.62 5.51
O -1.75 2.47 4.38
C -1.30 3.80 4.62
H -4.48 4.23 6.59
H -4.13 3.32 5.11
H -5.29 2.68 6.32
H -3.63 1.00 5.61
H -2.67 0.68 7.07
H -1.21 0.66 5.13
H -0.79 2.02 6.17
H -0.20 3.83 4.62
H -1.67 4.19 5.56
H -1.67 4.43 3.81
*
```

Computed properties:
* energy: -2203.672523 Ha
* molecular weight: 496.61 g mol⁻¹
* HOMO energy: -10.946 eV
* LUMO: -0.1493 Ha